Formula: C84H201N5O27
Source: OMol25
Level of theory: the ωB97M-V functional and the def2-TZVPD basis

The value obtained for the LUMO energy is 0.560 eV. The value obtained for the frontier orbital gap is 8.42 eV. The HOMO energy is -7.86 eV. As for the energy above the lowest of the compared OMol25 structures with the same formula, charge and spin: 107.72 kcal/mol. The value obtained for the largest force on an atom is 3.49 eV/A.

Last columns: bonded neighbours and bond lengths (Å).
Positions of all 317 atoms, in Å:
1 C -3.3307 5.7538 1.0040  C2 1.546, H8 1.107, H9 1.071, H10 1.091
2 C -4.8164 5.4160 0.7416  C1 1.546, N3 1.431, H11 1.048, H12 1.094
3 N -5.3045 6.2924 -0.2796  C2 1.431, C4 1.474, C6 1.480
4 C -6.7493 6.0647 -0.4608  N3 1.474, C5 1.583, H13 1.087, H14 1.100
5 C -7.4650 6.9235 -1.5819  C4 1.583, H15 1.097, H16 1.115, H17 1.103
6 C -4.5434 6.3198 -1.5489  N3 1.480, C7 1.529, H18 1.066, H19 1.137
7 C -4.6278 5.0186 -2.3473  C6 1.529, H20 1.085, H21 1.069, H22 1.069
8 H -2.7019 5.3795 0.1727  C1 1.107
9 H -2.9443 5.1493 1.7997  C1 1.071
10 H -3.3030 6.8136 1.2617  C1 1.091
11 H -4.7887 4.4228 0.4084  C2 1.048
12 H -5.3169 5.5103 1.7099  C2 1.094
13 H -7.0161 5.0496 -0.7418  C4 1.087
14 H -7.1991 6.1548 0.5390  C4 1.100
15 H -7.0241 7.9200 -1.7053  C5 1.097
16 H -7.4359 6.3968 -2.5637  C5 1.115
17 H -8.5280 7.0699 -1.3263  C5 1.103
18 H -3.5561 6.6809 -1.3740  C6 1.066
19 H -5.1170 7.1292 -2.1050  C6 1.137
20 H -5.6235 4.8566 -2.7475  C7 1.085
21 H -4.4191 4.1244 -1.7999  C7 1.069
22 H -3.9240 4.9537 -3.1489  C7 1.069
23 C 0.0990 4.9570 -1.2561  C24 1.557, H30 1.105, H31 1.090, H32 1.089
24 C -0.9971 5.1807 -2.3387  C23 1.557, N25 1.442, H33 1.108, H34 1.135
25 N -0.6705 4.6866 -3.6532  C24 1.442, C26 1.480, C28 1.437
26 C -1.1662 5.5872 -4.7176  N25 1.480, C27 1.536, H35 1.095, H36 1.091
27 C -0.2245 6.7871 -4.9015  C26 1.536, H37 1.101, H38 1.122, H39 1.109
28 C -1.0378 3.3448 -4.0131  N25 1.437, C29 1.549, H40 1.114, H41 1.113
29 C -0.2946 2.8348 -5.2728  C28 1.549, H42 1.096, H43 1.104, H44 1.124
30 H 0.0659 3.9263 -0.8597  C23 1.105
31 H -0.0160 5.6615 -0.4317  C23 1.090
32 H 1.0607 5.2436 -1.6798  C23 1.089
33 H -1.9605 4.7422 -2.0110  C24 1.108
34 H -1.2883 6.2770 -2.3627  C24 1.135
35 H -1.2307 4.9654 -5.6165  C26 1.095
36 H -2.1975 5.8587 -4.4852  C26 1.091
37 H 0.7968 6.4549 -5.1439  C27 1.101
38 H -0.5046 7.5232 -5.7007  C27 1.122
39 H -0.1072 7.4789 -4.0424  C27 1.109
40 H -2.1344 3.3010 -4.2049  C28 1.114
41 H -0.8588 2.6258 -3.1820  C28 1.113
42 H -0.6929 3.2312 -6.2135  C29 1.096
43 H -0.4133 1.7421 -5.3734  C29 1.104
44 H 0.7812 3.1555 -5.3258  C29 1.124
45 C -1.7391 -0.3384 -3.1278  C46 1.509, H52 1.094, H53 1.099, H54 1.114
46 C -2.1281 -1.1267 -4.3539  C45 1.509, N47 1.522, H55 1.101, H56 1.155
47 N -1.6191 -0.5285 -5.6582  C46 1.522, C48 1.451, C50 1.446
48 C -0.3005 -1.0121 -6.0240  N47 1.451, C49 1.527, H57 1.130, H58 1.086
49 C -0.3070 -2.3807 -6.7010  C48 1.527, H59 1.100, H60 1.048, H61 1.142
50 C -2.6184 -0.6537 -6.6957  N47 1.446, C51 1.567, H62 1.118, H63 1.111
51 C -3.5531 0.6025 -6.7538  C50 1.567, H64 1.111, H65 1.140, H66 1.090
52 H -0.6514 -0.3370 -3.0089  C45 1.094
53 H -2.1357 -0.7894 -2.2077  C45 1.099
54 H -2.1403 0.6852 -3.3099  C45 1.114
55 H -1.9541 -2.2083 -4.2460  C46 1.101
56 H -3.2799 -1.1560 -4.4270  C46 1.155
57 H 0.0711 -0.2103 -6.7282  C48 1.130
58 H 0.3425 -1.0477 -5.1494  C48 1.086
59 H -0.7633 -2.2627 -7.6949  C49 1.100
60 H 0.5996 -2.8598 -6.9183  C49 1.048
61 H -0.9949 -3.0832 -6.1196  C49 1.142
62 H -3.3920 -1.4580 -6.6208  C50 1.118
63 H -2.0891 -0.6544 -7.6731  C50 1.111
64 H -2.9956 1.5528 -6.8978  C51 1.111
65 H -4.3501 0.5991 -5.9384  C51 1.140
66 H -4.0312 0.4935 -7.7277  C51 1.090
67 C 1.2774 -8.1962 -1.8634  C68 1.587, H74 1.098, H75 1.089, H76 1.104
68 C 0.7070 -7.3600 -0.6410  C67 1.587, N69 1.500, H77 1.070, H78 1.109
69 N 1.0834 -5.9119 -0.7422  C68 1.500, C70 1.465, C72 1.440
70 C 0.1882 -5.1022 -1.5719  N69 1.465, C71 1.463, H79 1.119, H80 1.100
71 C 0.1804 -3.6714 -1.2651  C70 1.463, H81 1.102, H82 1.058, H83 1.081
72 C 2.4413 -5.5529 -1.0576  N69 1.440, C73 1.541, H84 1.112, H85 1.125
73 C 3.4936 -6.2864 -0.2046  C72 1.541, H86 1.102, H87 1.107, H88 1.122
74 H 1.1831 -9.2698 -1.6534  C67 1.098
75 H 2.3247 -7.9689 -2.0589  C67 1.089
76 H 0.7619 -8.0343 -2.8262  C67 1.104
77 H -0.3613 -7.3880 -0.5789  C68 1.070
78 H 1.2325 -7.7820 0.2393  C68 1.109
79 H -0.8520 -5.4959 -1.4506  C70 1.119
80 H 0.5217 -5.2386 -2.6107  C70 1.100
81 H 0.0520 -3.5098 -0.1830  C71 1.102
82 H -0.6027 -3.1449 -1.7437  C71 1.058
83 H 1.1102 -3.1751 -1.5063  C71 1.081
84 H 2.6437 -5.8045 -2.1219  C72 1.112
85 H 2.7224 -4.4667 -0.9778  C72 1.125
86 H 4.4896 -5.9900 -0.5713  C73 1.102
87 H 3.4181 -5.9361 0.8432  C73 1.107
88 H 3.4799 -7.4073 -0.2441  C73 1.122
89 C 3.3984 -2.4533 -4.1811  C90 1.511, H96 1.105, H97 1.097, H98 1.105
90 C 4.3816 -2.2068 -5.3018  C89 1.511, N91 1.502, H99 1.116, H100 1.030
91 N 5.1213 -0.8995 -5.3292  C90 1.502, C92 1.428, C94 1.415
92 C 4.3441 0.2607 -5.0331  N91 1.428, C93 1.515, H101 1.126, H102 1.113
93 C 3.2342 0.4948 -6.0377  C92 1.515, H103 1.095, H104 1.110, H105 1.138
94 C 5.9614 -0.7634 -6.4600  N91 1.415, C95 1.508, H106 1.123, H107 1.126
95 C 6.8629 0.4276 -6.2538  C94 1.508, H108 1.093, H109 1.051, H110 1.130
96 H 4.0768 -2.4253 -3.3098  C89 1.105
97 H 2.9095 -3.4282 -4.2998  C89 1.097
98 H 2.5456 -1.7533 -4.1167  C89 1.105
99 H 5.1750 -2.9785 -5.1561  C90 1.116
100 H 3.9399 -2.3089 -6.2272  C90 1.030
101 H 3.8558 0.1123 -4.0290  C92 1.126
102 H 5.0375 1.1212 -4.9021  C92 1.113
103 H 2.6272 -0.3802 -6.2938  C93 1.095
104 H 2.6417 1.3547 -5.6622  C93 1.110
105 H 3.5616 0.8980 -7.0501  C93 1.138
106 H 5.3525 -0.5637 -7.3824  C94 1.123
107 H 6.5824 -1.6926 -6.5967  C94 1.126
108 H 7.6647 0.4224 -6.9966  C95 1.093
109 H 7.2586 0.3258 -5.2856  C95 1.051
110 H 6.2973 1.3726 -6.5074  C95 1.130
111 C -5.8024 2.9896 -4.9548  O112 1.383, H120 1.079, H121 1.058, H122 1.165
112 O -5.4187 2.1483 -3.9262  C111 1.383, C113 1.421
113 C -6.3241 1.0654 -3.7659  O112 1.421, C114 1.496, H123 1.120, H124 1.102
114 C -5.7550 0.0798 -2.7942  C113 1.496, O115 1.351, H125 1.123, H126 1.122
115 O -6.0782 0.3409 -1.5086  C114 1.351, C116 1.437
116 C -5.4572 1.5419 -1.0232  O115 1.437, C117 1.503, H127 1.050, H128 1.108
117 C -5.4669 1.4586 0.4776  C116 1.503, O118 1.370, H129 1.100, H130 1.068
118 O -4.7732 0.3653 0.9267  C117 1.370, C119 1.444
119 C -4.7072 0.3590 2.3688  O118 1.444, H131 1.059, H132 1.054, H133 1.091
120 H -5.0043 3.7055 -5.0742  C111 1.079
121 H -6.6208 3.6269 -4.7472  C111 1.058
122 H -5.9668 2.4235 -5.9596  C111 1.165
123 H -6.4849 0.5608 -4.7525  C113 1.120
124 H -7.3221 1.4232 -3.4660  C113 1.102
125 H -4.6462 -0.0421 -2.9256  C114 1.123
126 H -6.2359 -0.9107 -3.0093  C114 1.122
127 H -5.8872 2.3942 -1.4611  C116 1.050
128 H -4.3896 1.5421 -1.3197  C116 1.108
129 H -6.5129 1.4069 0.8133  C117 1.100
130 H -5.0191 2.3580 0.8386  C117 1.068
131 H -4.4318 -0.6123 2.6882  C119 1.059
132 H -5.6193 0.6872 2.7822  C119 1.054
133 H -3.9328 0.9625 2.8436  C119 1.091
134 C -3.4064 -2.8282 -0.7283  O135 1.474, H143 1.088, H144 1.096, H145 1.120
135 O -4.3399 -3.8386 -0.2002  C134 1.474, C136 1.428
136 C -4.7823 -3.5322 1.1221  O135 1.428, C137 1.566, H146 1.086, H147 1.092
137 C -5.4430 -4.8808 1.5671  C136 1.566, O138 1.387, H148 1.098, H149 1.105
138 O -5.7073 -4.8694 2.9286  C137 1.387, C139 1.400
139 C -6.8585 -5.5956 3.2545  O138 1.400, C140 1.500, H150 1.064, H151 1.084
140 C -7.1797 -5.5041 4.7164  C139 1.500, O141 1.380, H152 1.094, H153 1.078
141 O -7.9076 -4.3672 5.0031  C140 1.380, C142 1.437
142 C -8.5604 -4.3438 6.2836  O141 1.437, H154 1.075, H155 1.057, H156 1.105
143 H -3.8841 -1.8684 -0.9121  C134 1.088
144 H -3.0941 -3.3219 -1.6561  C134 1.096
145 H -2.5319 -2.6665 -0.0475  C134 1.120
146 H -5.5466 -2.7622 1.1671  C136 1.086
147 H -3.9706 -3.1559 1.7476  C136 1.092
148 H -4.8461 -5.7179 1.1826  C137 1.098
149 H -6.3612 -4.8774 0.9521  C137 1.105
150 H -6.7323 -6.5821 2.8773  C139 1.064
151 H -7.6641 -5.1042 2.7216  C139 1.084
152 H -6.3133 -5.4733 5.3835  C140 1.094
153 H -7.7751 -6.3680 4.9619  C140 1.078
154 H -8.0010 -3.6907 6.9295  C142 1.075
155 H -8.6666 -5.3055 6.7080  C142 1.057
156 H -9.5493 -3.8970 6.0747  C142 1.105
157 C 4.5538 4.5155 -5.8776  O158 1.375, H166 1.123, H167 1.082, H168 1.066
158 O 3.3170 4.4355 -5.2826  C157 1.375, C159 1.414
159 C 3.0207 5.1492 -4.0985  O158 1.414, C160 1.557, H169 1.071, H170 1.108
160 C 3.5501 4.3145 -2.8955  C159 1.557, O161 1.395, H171 1.073, H172 1.154
161 O 4.9205 4.5555 -2.7943  C160 1.395, C162 1.459
162 C 5.6401 4.0085 -1.6492  O161 1.459, C163 1.515, H173 1.121, H174 1.075
163 C 5.4709 2.5097 -1.5025  C162 1.515, O164 1.437, H175 1.112, H176 1.079
164 O 6.3123 1.8385 -2.4551  C163 1.437, C165 1.392
165 C 6.4079 0.4928 -2.1109  O164 1.392, H177 1.090, H178 1.139, H179 1.100
166 H 4.9593 5.5604 -5.8030  C157 1.123
167 H 4.5214 4.2520 -6.9262  C157 1.082
168 H 5.2732 3.8489 -5.4610  C157 1.066
169 H 1.9586 5.1887 -3.9672  C159 1.071
170 H 3.3618 6.2015 -4.1642  C159 1.108
171 H 3.2756 3.2817 -2.9900  C160 1.073
172 H 3.0448 4.6064 -1.9001  C160 1.154
173 H 5.3372 4.5853 -0.7371  C162 1.121
174 H 6.6034 4.3879 -1.9400  C162 1.075
175 H 4.4477 2.1482 -1.7436  C163 1.112
176 H 5.7559 2.2831 -0.4864  C163 1.079
177 H 7.0160 0.3531 -1.2173  C165 1.090
178 H 6.9509 -0.0019 -2.9815  C165 1.139
179 H 5.4013 0.0790 -1.9540  C165 1.100
180 C -7.9821 0.1814 5.1165  O181 1.421, H189 1.026, H190 1.088, H191 1.084
181 O -7.0652 1.1556 4.6389  C180 1.421, C182 1.411
182 C -6.4079 1.9014 5.6403  O181 1.411, C183 1.530, H192 1.180, H193 1.124
183 C -5.2493 2.7255 5.0762  C182 1.530, O184 1.416, H194 1.083, H195 1.103
184 O -4.0096 2.0434 5.0199  C183 1.416, C185 1.370
185 C -2.9952 2.8285 4.5387  O184 1.370, C186 1.561, H196 1.082, H197 1.123
186 C -1.6184 2.1706 4.8693  C185 1.561, O187 1.412, H198 1.088, H199 1.109
187 O -1.3925 2.1649 6.2635  C186 1.412, C188 1.411
188 C -1.8768 0.9659 6.8285  O187 1.411, H200 1.090, H201 1.095, H202 1.090
189 H -7.4791 -0.5433 5.6407  C180 1.026
190 H -8.3742 -0.3493 4.2511  C180 1.088
191 H -8.8181 0.5634 5.6919  C180 1.084
192 H -6.0226 1.2509 6.5462  C182 1.180
193 H -7.1844 2.5928 6.0678  C182 1.124
194 H -5.1200 3.6845 5.5626  C183 1.083
195 H -5.6313 3.0002 4.0790  C183 1.103
196 H -2.9832 3.8096 4.9950  C185 1.082
197 H -3.0548 2.9069 3.4199  C185 1.123
198 H -0.9271 2.8250 4.3415  C186 1.088
199 H -1.6741 1.1797 4.3734  C186 1.109
200 H -1.4994 0.0989 6.2862  C188 1.090
201 H -2.9679 0.8837 6.7851  C188 1.095
202 H -1.4819 0.8667 7.8400  C188 1.090
203 C 1.2581 -2.7476 7.5019  O204 1.419, H212 1.096, H213 1.097, H214 1.058
204 O 1.0705 -1.4754 6.9029  C203 1.419, C205 1.363
205 C 0.8541 -1.4959 5.5573  O204 1.363, C206 1.572, H215 1.095, H216 1.139
206 C 1.9922 -0.8806 4.6647  C205 1.572, O207 1.379, H217 1.078, H218 1.116
207 O 2.1147 0.4841 4.8187  C206 1.379, C208 1.417
208 C 2.3443 1.1392 6.0543  O207 1.417, C209 1.531, H219 1.094, H220 1.078
209 C 2.9989 2.5000 5.7998  C208 1.531, O210 1.464, H221 1.111, H222 1.056
210 O 4.4380 2.2563 5.6803  C209 1.464, C211 1.488
211 C 5.0900 3.4981 5.1831  O210 1.488, H223 1.156, H224 1.099, H225 1.068
212 H 1.4944 -2.6111 8.5639  C203 1.096
213 H 2.0317 -3.3010 6.9545  C203 1.097
214 H 0.3517 -3.2930 7.5010  C203 1.058
215 H 0.0184 -0.8326 5.3103  C205 1.095
216 H 0.7413 -2.5475 5.1336  C205 1.139
217 H 1.7903 -1.0858 3.6261  C206 1.078
218 H 2.9870 -1.3186 4.9175  C206 1.116
219 H 2.9988 0.5707 6.7223  C208 1.094
220 H 1.3974 1.2483 6.5578  C208 1.078
221 H 2.8317 3.2881 6.5650  C209 1.111
222 H 2.6204 2.7881 4.8571  C209 1.056
223 H 4.3444 4.1658 4.6050  C211 1.156
224 H 5.8886 3.1756 4.4999  C211 1.099
225 H 5.3857 4.0836 6.0260  C211 1.068
226 C 8.3627 1.7288 0.7569  O227 1.372, H235 1.086, H236 1.076, H237 1.088
227 O 7.4622 0.8096 1.2331  C226 1.372, C228 1.401
228 C 7.0826 1.0590 2.5583  O227 1.401, C229 1.519, H238 1.100, H239 1.062
229 C 5.6170 0.7372 2.7958  C228 1.519, O230 1.418, H240 1.105, H241 1.102
230 O 4.9112 1.8018 2.1793  C229 1.418, C231 1.416
231 C 3.5583 1.4372 1.9774  O230 1.416, C232 1.541, H242 1.126, H243 1.099
232 C 2.7519 2.6186 1.4033  C231 1.541, O233 1.426, H244 1.111, H245 1.088
233 O 2.5346 3.6110 2.4041  C232 1.426, C234 1.352
234 C 1.8362 4.7053 2.0254  O233 1.352, H246 1.108, H247 1.067, H248 1.081
235 H 9.1460 1.8643 1.4975  C226 1.086
236 H 7.9414 2.6957 0.5431  C226 1.076
237 H 8.8482 1.4096 -0.1624  C226 1.088
238 H 7.2055 2.0593 2.9984  C228 1.100
239 H 7.6704 0.4110 3.1610  C228 1.062
240 H 5.5491 0.7078 3.8979  C229 1.105
241 H 5.3158 -0.2413 2.3886  C229 1.102
242 H 3.1619 1.2149 3.0080  C231 1.126
243 H 3.4568 0.5734 1.3054  C231 1.099
244 H 1.7656 2.2955 1.0058  C232 1.111
245 H 3.3085 3.1867 0.6603  C232 1.088
246 H 0.8899 4.4423 1.5117  C234 1.108
247 H 2.3868 5.3375 1.3661  C234 1.067
248 H 1.6342 5.2240 2.9525  C234 1.081
249 C 5.6307 -3.7034 -1.4206  O250 1.441, H258 1.084, H259 1.099, H260 1.074
250 O 4.7025 -2.9494 -0.6164  C249 1.441, C251 1.421
251 C 5.3790 -2.0221 0.2211  O250 1.421, C252 1.570, H261 1.106, H262 1.141
252 C 5.5540 -2.6522 1.6484  C251 1.570, O253 1.399, H263 1.137, H264 1.077
253 O 6.1608 -3.8922 1.4225  C252 1.399, C254 1.400
254 C 6.1638 -4.7162 2.5547  O253 1.400, C255 1.541, H265 1.112, H266 1.128
255 C 6.6576 -6.1031 2.0981  C254 1.541, O256 1.410, H267 1.098, H268 1.107
256 O 8.0593 -6.2384 2.0210  C255 1.410, C257 1.408
257 C 8.7068 -5.2914 1.2040  O256 1.408, H269 1.068, H270 1.124, H271 1.092
258 H 5.0116 -4.4115 -1.9602  C249 1.084
259 H 6.3400 -4.2138 -0.7539  C249 1.099
260 H 6.2542 -3.1487 -2.0967  C249 1.074
261 H 4.7213 -1.1378 0.3168  C251 1.106
262 H 6.4225 -1.8966 -0.2224  C251 1.141
263 H 4.5276 -2.6597 2.1381  C252 1.137
264 H 6.1831 -1.9808 2.2074  C252 1.077
265 H 5.1580 -4.9108 2.9882  C254 1.112
266 H 6.7413 -4.2465 3.4025  C254 1.128
267 H 6.2390 -6.1732 1.0854  C255 1.098
268 H 6.1596 -6.8464 2.7501  C255 1.107
269 H 8.6950 -4.2436 1.4099  C257 1.068
270 H 8.2822 -5.4020 0.1697  C257 1.124
271 H 9.7495 -5.6117 1.1560  C257 1.092
272 C 1.8820 -5.0477 2.9425  O273 1.410, H281 1.090, H282 1.119, H283 1.091
273 O 0.7928 -4.2997 2.4502  C272 1.410, C274 1.438
274 C -0.3806 -5.1257 2.5422  O273 1.438, C275 1.515, H284 1.149, H285 1.086
275 C -1.5765 -4.2810 2.1523  C274 1.515, O276 1.440, H286 1.137, H287 1.067
276 O -1.7014 -3.1938 3.0875  C275 1.440, C277 1.418
277 C -2.7566 -3.3517 4.0215  O276 1.418, C278 1.505, H288 1.119, H289 1.133
278 C -2.9074 -2.1670 4.9371  C277 1.505, O279 1.397, H290 1.109, H291 1.093
279 O -4.1034 -2.4209 5.6134  C278 1.397, C280 1.420
280 C -4.4927 -1.4449 6.5693  O279 1.420, H292 1.134, H293 1.088, H294 1.150
281 H 1.7367 -5.4340 3.9510  C272 1.090
282 H 2.8032 -4.4247 3.0650  C272 1.119
283 H 2.1913 -5.9814 2.4697  C272 1.091
284 H -0.4967 -5.3405 3.6652  C274 1.149
285 H -0.2454 -6.0451 1.9811  C274 1.086
286 H -2.4377 -5.0196 2.2337  C275 1.137
287 H -1.5489 -3.8400 1.1810  C275 1.067
288 H -2.6376 -4.2947 4.6127  C277 1.119
289 H -3.7966 -3.5120 3.6009  C277 1.133
290 H -2.9412 -1.2084 4.3803  C278 1.109
291 H -2.1060 -2.1064 5.6777  C278 1.093
292 H -4.5368 -0.4310 6.0629  C280 1.134
293 H -3.8988 -1.3827 7.4783  C280 1.088
294 H -5.6138 -1.5771 6.7882  C280 1.150
295 C -1.4340 1.9051 0.6968  O296 1.411, H304 1.108, H305 1.082, H306 1.091
296 O -0.9670 1.3678 1.9153  C295 1.411, C297 1.391
297 C -1.0302 -0.0149 2.0527  O296 1.391, C298 1.500, H307 1.077, H308 1.139
298 C -0.2168 -0.8570 1.1157  C297 1.500, O299 1.452, H309 1.096, H310 1.120
299 O 1.2128 -0.6092 1.1774  C298 1.452, C300 1.415
300 C 2.0669 -1.3297 0.3096  O299 1.415, C301 1.519, H311 1.054, H312 1.147
301 C 2.5798 -0.5371 -0.8799  C300 1.519, O302 1.414, H313 1.058, H314 1.078
302 O 1.4988 -0.0756 -1.6653  C301 1.414, C303 1.392
303 C 1.9159 1.0711 -2.3343  O302 1.392, H315 1.075, H316 1.072, H317 1.123
304 H -2.2091 1.2493 0.2539  C295 1.108
305 H -0.6927 1.9584 -0.0895  C295 1.082
306 H -1.8348 2.8957 0.9181  C295 1.091
307 H -2.0400 -0.3845 1.9943  C297 1.077
308 H -0.6685 -0.2361 3.1093  C297 1.139
309 H -0.5266 -0.5893 0.0988  C298 1.096
310 H -0.4329 -1.9369 1.3186  C298 1.120
311 H 1.5694 -2.1906 -0.0409  C300 1.054
312 H 2.8840 -1.7250 1.0104  C300 1.147
313 H 3.1493 -1.2490 -1.4166  C301 1.058
314 H 3.1479 0.3319 -0.5897  C301 1.078
315 H 2.1735 1.7937 -1.5811  C303 1.075
316 H 1.0970 1.4905 -2.8847  C303 1.072
317 H 2.7137 0.8950 -3.1047  C303 1.123